1.
DFT (ωB97M-V with the def2-TZVPD basis set) results for C27H43N9O2S2TeV as an isolated structure.

E_HOMO (spin up / spin down) = -11.56 / -10.90 eV
E = -100844.7635 eV
ΔE to the lowest compared entry with this formula, charge and spin = 34.6 kJ/mol
molar mass = 768.4 g/mol
LUMO energy (spin up / spin down) = -4.716 / -4.710 eV
HOMO-LUMO gap (spin up / spin down) = 6.8 / 6.2 eV
⟨S²⟩ = 0.756

```
! RIJCOSX wB97M-V def2-TZVPD def2/J DEFGRID3
* xyz 2 2
V 0.24 0.36 -0.72
N 0.25 0.28 1.58
C 1.46 -0.52 1.88
C 1.99 -0.39 3.30
C 1.20 -1.18 4.35
C 1.41 -2.69 4.31
N 0.69 -3.39 3.23
C -0.60 -3.71 3.23
N -1.32 -3.59 4.35
N -1.18 -4.14 2.11
C 2.46 -0.09 0.79
O 3.47 0.52 1.06
O 2.03 -0.42 -0.40
H 0.38 1.22 1.94
H -0.57 -0.09 2.05
H 1.21 -1.55 1.66
H 2.02 0.66 3.58
H 3.03 -0.72 3.30
H 0.12 -0.96 4.29
H 1.51 -0.85 5.34
H 1.13 -3.15 5.26
H 2.46 -2.93 4.17
H 1.21 -3.64 2.40
H -0.88 -3.47 5.24
H -2.30 -3.79 4.34
H -0.76 -4.02 1.19
H -2.10 -4.54 2.15
C 2.47 -0.76 -3.52
C 1.25 0.03 -3.82
N 0.35 0.42 -2.94
C -0.66 1.15 -3.55
C -0.52 1.32 -4.89
S 0.90 0.54 -5.42
C -1.74 1.64 -2.69
C -2.89 2.27 -3.03
S -3.80 2.61 -1.64
C -2.61 1.89 -0.65
N -1.60 1.41 -1.33
C -2.73 1.83 0.83
H 2.53 -0.97 -2.45
H 3.37 -0.20 -3.79
H 2.48 -1.69 -4.09
H -1.17 1.85 -5.56
H -3.23 2.54 -4.02
H -3.63 2.33 1.18
H -1.86 2.32 1.29
H -2.76 0.79 1.16
C 1.69 3.74 1.18
Te 1.57 2.85 -0.76
C 0.12 4.37 -1.18
C 0.27 5.40 -0.08
C -0.33 6.64 -0.19
C -0.20 7.58 0.82
C 0.56 7.28 1.95
C 1.17 6.05 2.06
C 1.03 5.10 1.05
H 2.74 3.82 1.46
H 1.19 3.13 1.93
H -0.88 3.94 -1.20
H 0.33 4.80 -2.16
H -0.91 6.88 -1.08
H -0.66 8.55 0.72
H 0.68 8.02 2.73
H 1.77 5.82 2.93
C -0.82 -3.30 -3.55
N -1.36 -2.62 -2.37
C -2.44 -1.69 -2.66
C -0.73 -2.61 -1.19
N -0.74 -1.56 -0.41
N -0.10 -3.79 -0.75
C 1.34 -3.73 -0.51
C -0.55 -5.10 -1.23
H -0.72 -2.58 -4.35
H -1.47 -4.11 -3.88
H 0.18 -3.69 -3.34
H -3.24 -2.23 -3.17
H -2.09 -0.89 -3.32
H -2.81 -1.26 -1.74
H -0.46 -1.86 0.52
H 1.62 -4.43 0.29
H 1.64 -2.71 -0.24
H 1.91 -4.02 -1.40
H -1.61 -5.06 -1.47
H -0.41 -5.83 -0.42
H 0.00 -5.46 -2.09
*
```

Atom charges from the Mulliken analysis, given in e for atoms 1 to 8:
1. V 0.414
2. N -0.528
3. C 2.605
4. C -0.809
5. C -0.455
6. C -1.284
7. N -0.087
8. C 0.904



2.
DFT (ωB97M-V with the def2-TZVPD basis set) results for a 4-piece molecular cluster, C27H44B2Cl6F6IO11PS overall.

E_HOMO = -7.65 eV
E = -172252.6263 eV
SMILES = CCB(O)[C@@]1(CC=O)[C@@H](P(C)C)[C@@](COC)(C(=O)C(F)(F)C(F)(F)C(F)(F)C(=O)O)OS(=O)(=O)[C@]1(C[C@@H](C)I)B(O)OC.ClCCCl.ClCCCl.ClCCCl
molar mass = 1082.9 g/mol
LUMO energy = -0.100 eV
HOMO-LUMO gap = 7.5 eV

```
! RIJCOSX wB97M-V def2-TZVPD def2/J DEFGRID3
* xyz 0 1
C -2.61 2.73 -1.38
C -1.34 1.87 -1.48
B -1.20 0.78 -0.36
O -2.00 0.92 0.77
C -0.21 -0.45 -0.25
C 0.62 -0.78 -1.51
C 1.11 0.30 -2.46
O 1.54 -0.04 -3.55
C 0.80 -0.07 0.92
P 1.75 1.45 0.53
C 0.98 3.05 0.87
C 3.52 1.33 0.94
C 0.37 -0.22 2.40
C 1.65 -0.71 3.16
O 1.87 -2.06 2.85
C 2.07 -2.86 4.00
C 0.03 1.07 3.19
O 0.95 1.76 3.57
C -1.38 1.55 3.61
F -1.69 2.63 2.82
F -2.36 0.64 3.45
C -1.50 2.04 5.09
F -1.78 0.94 5.85
F -0.38 2.60 5.58
C -2.67 3.03 5.32
F -2.34 4.27 4.88
F -3.78 2.62 4.66
C -3.01 3.16 6.84
O -2.17 3.21 7.69
O -4.33 3.30 7.08
O -0.59 -1.23 2.77
S -1.56 -1.99 1.79
O -2.92 -1.53 1.93
O -1.39 -3.39 2.09
C -1.00 -1.78 0.06
C -2.33 -2.01 -0.70
C -2.28 -2.30 -2.21
C -3.36 -3.36 -2.51
I -2.85 -0.60 -3.44
B -0.12 -3.12 -0.09
O -0.71 -4.24 -0.62
O 1.20 -3.16 0.30
C 2.09 -3.84 -0.60
H -2.60 3.50 -2.15
H -2.58 3.26 -0.43
H -3.52 2.14 -1.43
H -1.20 1.50 -2.49
H -0.51 2.57 -1.32
H -2.92 0.68 0.63
H 1.53 -1.32 -1.25
H 0.08 -1.43 -2.20
H 1.09 1.36 -2.20
H 1.57 -0.84 0.79
H 1.38 3.53 1.77
H -0.10 3.03 0.97
H 1.22 3.71 0.03
H 4.12 1.69 0.10
H 3.84 1.85 1.84
H 3.76 0.28 1.06
H 1.43 -0.61 4.23
H 2.50 -0.08 2.93
H 2.39 -3.84 3.67
H 1.15 -2.95 4.58
H 2.84 -2.45 4.65
H -4.81 2.50 6.83
H -2.74 -2.92 -0.27
H -3.09 -1.27 -0.51
H -1.35 -2.72 -2.58
H -4.27 -3.15 -1.96
H -2.95 -4.31 -2.14
H -3.53 -3.47 -3.57
H -0.48 -5.01 -0.08
H 1.80 -3.70 -1.64
H 2.13 -4.91 -0.39
H 3.07 -3.40 -0.48
Cl 1.73 5.08 -1.58
C 2.01 6.84 -1.73
C 2.06 7.28 -3.17
Cl 3.51 6.66 -4.01
H 2.93 7.08 -1.21
H 1.18 7.34 -1.23
H 2.11 8.37 -3.22
H 1.19 6.94 -3.72
Cl -1.02 3.09 -4.85
C 0.34 2.45 -5.82
C 1.16 3.55 -6.44
Cl 0.27 4.43 -7.71
H -0.07 1.78 -6.57
H 0.97 1.87 -5.14
H 2.04 3.12 -6.91
H 1.48 4.27 -5.69
Cl 0.08 -7.30 -0.77
C 0.85 -8.83 -1.26
C 2.30 -8.64 -1.62
Cl 2.49 -7.68 -3.11
H 0.27 -9.23 -2.09
H 0.77 -9.51 -0.42
H 2.76 -9.61 -1.80
H 2.84 -8.13 -0.83
*
```

Atom charges from the Mulliken analysis, given in e for atoms 1 to 8:
1. C -1.928
2. C 0.955
3. B -0.334
4. O -0.235
5. C 1.896
6. C -0.967
7. C -0.609
8. O -0.696



3.
DFT (ωB97M-V with the def2-TZVPD basis set) results for C27H44BaBrNOP2S as an isolated structure.

E_HOMO = -11.85 eV
E = -132385.0381 eV
ΔE to the lowest compared entry with this formula, charge and spin = 111.1 kJ/mol
molar mass = 709.9 g/mol
LUMO energy = -6.990 eV
HOMO-LUMO gap = 4.9 eV

```
! RIJCOSX wB97M-V def2-TZVPD def2/J DEFGRID3
* xyz 2 1
C 4.43 -5.86 0.38
C 3.77 -4.92 -0.42
C 3.28 -5.39 -1.65
C 3.35 -6.75 -1.96
N 3.93 -7.63 -1.15
C 4.46 -7.21 0.00
C 3.45 -3.58 0.03
C 2.47 -2.88 0.31
C 1.24 -2.21 0.59
C 0.90 -1.91 1.94
C -0.09 -0.98 2.23
C -0.88 -0.47 1.17
C -0.55 -0.76 -0.16
C 0.52 -1.58 -0.47
Ba 3.27 -0.34 0.51
P -2.39 0.48 1.55
H 2.76 -4.73 -2.35
H 4.83 -5.58 1.35
H 2.90 -7.14 -2.89
H 4.91 -7.96 0.66
H 0.89 -1.68 -1.50
H 1.42 -2.45 2.75
H -1.12 -0.30 -0.98
H -0.30 -0.72 3.28
C -2.04 2.25 1.52
C -3.21 3.15 1.13
H -1.22 2.39 0.79
H -1.60 2.50 2.50
H -2.92 4.19 1.34
H -3.44 3.05 0.06
H -4.11 2.92 1.73
C -3.59 -0.07 0.33
C -3.70 -1.59 0.24
H -3.31 0.36 -0.64
H -4.55 0.38 0.60
H -4.37 -1.85 -0.59
H -2.73 -2.07 0.05
H -4.13 -2.02 1.15
C -2.90 0.06 3.22
C -4.31 0.52 3.56
H -2.15 0.52 3.89
H -2.80 -1.04 3.30
H -4.57 0.11 4.54
H -4.37 1.61 3.64
H -5.06 0.17 2.84
Br 0.99 1.92 0.15
P 0.03 2.07 -3.82
C -1.53 1.77 -2.90
C -2.72 2.48 -3.58
H -1.39 2.11 -1.86
H -1.70 0.68 -2.89
H -3.66 2.15 -3.11
H -2.64 3.57 -3.48
H -2.76 2.23 -4.65
C 0.92 3.31 -2.77
C 1.71 4.29 -3.65
H 1.57 2.78 -2.05
H 0.16 3.85 -2.18
H 2.15 5.05 -3.00
H 2.50 3.76 -4.20
H 1.04 4.78 -4.37
C 0.91 0.47 -3.71
C 0.61 -0.34 -4.98
H 0.57 -0.05 -2.79
H 1.98 0.68 -3.62
H 1.28 -1.21 -5.04
H -0.43 -0.72 -5.00
H 0.77 0.27 -5.89
C 1.06 1.55 4.38
S 2.39 1.81 3.15
C 3.42 2.98 4.03
O 3.19 0.50 3.02
H 0.36 2.38 4.24
H 1.48 1.57 5.40
H 0.53 0.61 4.20
H 3.15 3.04 5.10
H 4.48 2.74 3.91
H 3.21 3.95 3.56
*
```

Atom charges from the Mulliken analysis, given in e for atoms 1 to 8:
1. C -0.300
2. C 0.454
3. C -0.341
4. C -0.354
5. N -0.518
6. C -0.343
7. C -0.008
8. C -0.115



4.
DFT (ωB97M-V with the def2-TZVPD basis set) results for C27H44BrN3PdSbSi3 as an isolated structure.

E_HOMO = -9.67 eV
E = -136873.8090 eV
ΔE to the lowest compared entry with this formula, charge and spin = 0.0 kJ/mol
molar mass = 803.0 g/mol
LUMO energy = -4.075 eV
HOMO-LUMO gap = 5.6 eV

```
! RIJCOSX wB97M-V def2-TZVPD def2/J DEFGRID3
* xyz 1 1
Pd 0.01 0.16 -0.59
Br -2.88 -1.22 -7.65
C -2.44 -1.17 -5.80
C -2.99 -2.10 -4.93
C -2.66 -2.06 -3.59
C -1.77 -1.11 -3.08
C -1.24 -0.19 -3.98
C -1.56 -0.21 -5.33
N -1.38 -1.01 -1.72
C -1.91 -1.85 -0.89
C -1.71 -1.82 0.53
C -2.36 -2.72 1.37
C -2.19 -2.63 2.73
C -1.36 -1.63 3.22
C -0.73 -0.77 2.33
N -0.89 -0.87 1.02
H -3.68 -2.84 -5.30
H -3.12 -2.81 -2.97
H -0.56 0.56 -3.62
H -1.13 0.51 -6.00
H -2.59 -2.62 -1.24
H -3.01 -3.47 0.93
H -2.69 -3.31 3.41
H -1.19 -1.51 4.29
H -0.07 0.02 2.69
C 2.57 -1.20 0.93
C 2.20 0.17 1.42
C 2.59 0.83 2.58
C 1.80 1.99 2.68
C 0.95 2.02 1.58
C -0.17 2.95 1.24
N 1.22 0.91 0.81
H 3.65 -1.32 0.80
H 2.08 -1.40 -0.02
H 2.24 -1.96 1.64
H 3.35 0.49 3.26
H 1.83 2.73 3.47
H -0.62 3.36 2.14
H -0.94 2.40 0.69
H 0.16 3.78 0.62
C 4.47 2.37 -0.30
Si 3.17 3.42 -1.16
C 3.89 4.30 -2.67
C 2.45 4.71 0.00
Sb 1.24 1.81 -2.02
Si 2.76 0.11 -3.49
C 1.83 -1.19 -4.48
C 3.78 1.26 -4.60
C 3.85 -0.84 -2.28
Si -0.66 3.57 -2.89
C -1.50 4.52 -1.49
C 0.43 4.72 -3.91
C -2.04 2.77 -3.89
H 5.21 3.03 0.16
H 5.01 1.72 -1.00
H 4.03 1.76 0.48
H 4.66 4.99 -2.32
H 3.14 4.89 -3.19
H 4.35 3.63 -3.39
H 3.21 5.48 0.19
H 2.18 4.27 0.96
H 1.58 5.21 -0.42
H 1.30 -0.79 -5.34
H 1.11 -1.72 -3.85
H 2.56 -1.92 -4.85
H 3.21 2.12 -4.95
H 4.13 0.71 -5.48
H 4.66 1.63 -4.07
H 3.31 -1.72 -1.92
H 4.18 -0.26 -1.42
H 4.74 -1.19 -2.82
H -0.81 5.12 -0.90
H -2.06 3.86 -0.83
H -2.21 5.21 -1.96
H 1.01 5.38 -3.26
H -0.19 5.35 -4.56
H 1.12 4.17 -4.55
H -2.50 1.93 -3.36
H -1.70 2.41 -4.86
H -2.81 3.52 -4.06
*
```

Atom charges from the Mulliken analysis, given in e for atoms 1 to 8:
1. Pd 0.016
2. Br -0.163
3. C -0.474
4. C -0.884
5. C -1.103
6. C 0.734
7. C -0.222
8. C -0.399



Q: Look up the E of the second one.
A: -172252.6263 eV



Q: Which of these has the highest molar mass?
A: C27H44B2Cl6F6IO11PS